{"formula": "C5H32NO12S", "method": "wB97M-V/def2-TZVPD", "gap_ha": 0.23640, "homo_ev": -4.243, "relative_energy_kcal_mol": 135.6, "total_charge": -1, "lumo_ev": 2.190, "multiplicity": 1, "species": ["H", "H", "O", "H", "H", "H", "N", "H", "H", "H", "O", "O", "O", "H", "H", "O", "H", "S", "H", "H", "C", "H", "H", "H", "H", "H", "H", "C", "O", "O", "H", "O", "H", "H", "H", "H", "C", "C", "O", "O", "H", "H", "O", "C", "H", "H", "H", "O", "H", "H", "H"], "xyz": [[2.404049, -3.234595, 1.712863], [-2.518772, 1.471941, -0.470384], [0.443930, 4.199596, 0.095368], [-1.406546, 0.854340, 1.709640], [-2.140053, -0.498269, 2.073779], [-0.053667, 2.213301, -1.893275], [-0.724136, 0.436819, -1.463789], [-2.884326, 2.537775, 1.708769], [-0.535226, -2.451219, 2.252486], [0.688854, 0.641213, -3.818414], [-2.740104, 2.466081, 2.714967], [-1.298838, -3.029559, 2.008619], [-1.551738, -0.203178, -4.720215], [-0.904548, -2.996277, -0.724679], [1.188123, -1.438191, -4.222948], [-2.987242, 1.931987, 0.115746], [-0.756028, -2.201512, -2.262722], [2.294088, -0.595093, -2.523244], [-1.369937, -1.020063, -4.548335], [-0.041756, -0.523043, 2.638893], [1.202159, 1.459456, -0.274019], [-3.300200, 1.691971, 2.918083], [-0.879256, -3.528093, 1.427404], [-1.552463, 0.173386, 4.854099], [-0.871722, 0.065379, -2.496452], [0.546077, -1.110742, -0.623602], [2.660627, 1.133587, 3.488202], [0.510718, 1.228989, -1.645870], [0.356114, -2.038001, -4.331801], [2.318814, -3.586734, 0.753933], [-0.899891, -0.685871, 0.194832], [0.724802, 0.979472, 0.768246], [1.730114, -0.011610, 3.316618], [-1.184637, 0.466637, -3.866655], [1.076112, -0.959108, 1.822459], [-1.050424, 1.497548, 4.546994], [-1.180027, -2.058063, -1.335558], [1.303311, 0.950579, -2.887480], [-1.613583, 0.188611, 2.538214], [0.584782, -1.274247, 2.607759], [0.588821, 3.355579, 0.542951], [1.977542, 1.884928, -2.999387], [-0.617375, 0.556873, 4.759371], [-0.481539, -0.904882, -0.726644], [-2.179497, -1.862195, -1.423165], [-3.522805, 2.553081, -0.399350], [0.282611, -2.462269, -3.393047], [2.622013, 0.173347, 3.811788], [2.069262, 2.149820, -0.303914], [0.195507, 4.811422, 0.787441], [2.947292, -3.025547, 0.310719]], "atomic_forces_ev_per_a": [[-0.4, -1.0, -2.2], [3.7, -3.3, -4.1], [0.1, -0.2, -0.2], [-0.7, -2.2, 3.2], [0.5, 0.1, 0.3], [1.4, -0.4, 0.8], [0.3, -3.4, -2.4], [0.5, -0.2, 2.0], [-0.6, 0.1, 0.4], [0.8, 1.4, 1.5], [-1.2, 0.5, -1.4], [-2.2, 3.7, 4.0], [-1.2, 11.7, 1.5], [-0.9, 1.4, -0.9], [-1.4, -1.4, 0.3], [-3.8, 3.5, 3.3], [0.4, -0.4, -2.1], [0.5, 0.8, -0.2], [2.5, -7.8, 2.1], [-0.8, -0.2, 0.6], [-1.2, -1.5, -0.5], [0.6, 0.5, 0.0], [2.5, -4.1, -4.4], [2.2, -0.1, -0.2], [0.1, 0.8, 2.9], [1.2, -0.1, 0.0], [0.6, -1.8, 1.0], [-2.9, 2.4, 0.3], [0.9, -0.6, 2.1], [-0.1, 0.7, 2.9], [-0.6, -0.1, 2.0], [1.3, 1.7, -1.6], [2.1, -0.5, 1.8], [-1.7, -3.5, -4.3], [0.0, -0.8, 0.1], [2.1, -2.5, 0.3], [2.4, -1.6, 2.3], [1.9, -0.7, 0.0], [-0.2, 1.3, -4.4], [1.0, 0.8, -0.9], [-0.2, 0.3, 0.1], [-1.0, -1.5, -0.5], [-3.9, 2.8, 0.5], [-0.7, 1.7, -0.8], [-2.8, 0.0, -0.1], [0.2, -0.2, 0.2], [0.8, 1.2, -2.8], [-2.3, 2.3, -2.4], [-0.1, -0.4, 0.3], [-0.1, 0.1, 0.2], [0.3, 0.4, -0.7]]}



{"formula": "C3H4GdO4", "method": "wB97M-V/def2-TZVPD", "gap_ha": [0.24089, 0.09623], "homo_ev": [-14.671, -16.452], "relative_energy_kcal_mol": 30.6, "total_charge": 2, "lumo_ev": [-8.116, -13.834], "multiplicity": 9, "species": ["O", "H", "H", "H", "Gd", "C", "O", "O", "C", "C", "O", "H"], "xyz": [[0.269585, -0.705910, 0.441693], [-1.591730, 0.155488, 0.787025], [-2.454361, -0.389228, -1.573051], [-1.525423, -1.656803, 0.445524], [4.257840, -0.926179, 0.852774], [0.946958, 0.408760, 0.415325], [2.167986, 0.410514, 0.540738], [0.199114, 1.510562, 0.515478], [-1.382224, -0.395202, -1.284329], [-1.129503, -0.671227, 0.172257], [-0.502633, -0.024826, -2.028839], [0.744391, 2.284051, 0.715405]], "atomic_forces_ev_per_a": [[0.1, -0.4, -0.7], [0.0, -0.9, -0.8], [0.1, -0.2, -0.3], [0.0, 0.3, 0.0], [-0.9, 0.6, -0.2], [-0.7, 1.4, 1.9], [1.1, -0.6, -0.4], [0.6, -1.2, -0.5], [0.6, 1.4, -1.1], [0.0, 0.3, 1.3], [-1.1, -0.7, 0.8], [0.2, 0.3, -0.1]]}



{"formula": "C25H15F3NO2", "method": "wB97M-V/def2-TZVPD", "gap_ha": 0.25342, "homo_ev": -4.126, "relative_energy_kcal_mol": 0.0, "total_charge": -1, "lumo_ev": 2.770, "multiplicity": 1, "species": ["O", "H", "H", "C", "N", "H", "C", "H", "C", "C", "C", "H", "C", "H", "F", "O", "H", "C", "C", "F", "C", "C", "C", "C", "H", "H", "C", "H", "C", "C", "C", "C", "F", "H", "H", "H", "H", "C", "C", "C", "C", "C", "C", "C", "C", "H"], "xyz": [[-1.892448, -0.668250, 2.917419], [1.963055, -1.265909, -1.396039], [3.559776, 3.356225, -2.306258], [-3.785669, -0.427435, 1.501042], [-1.387741, 2.364029, -2.575594], [-7.001139, -0.726628, 2.494956], [-0.932080, 1.470110, -1.960598], [3.664228, -0.244642, 2.753530], [0.705999, -0.740640, 1.063642], [-4.847478, -0.637279, 2.368995], [-3.997891, -0.156953, 0.152031], [-0.500714, -2.544434, 1.297289], [2.718155, -0.711032, 2.474380], [-5.394226, 0.169582, -1.427057], [6.272985, 1.658091, -1.778614], [-2.643126, -0.118798, -1.836826], [4.348653, -0.846979, -2.051470], [2.334364, -0.251360, -1.603251], [2.370742, -1.938531, 3.045990], [5.537518, 2.576944, -3.665461], [4.022215, 1.251121, -2.340119], [-2.730043, -0.235850, -0.606448], [3.634810, -0.024997, -2.001541], [-0.295437, 0.117388, 0.121342], [1.149044, 2.973939, -1.619031], [0.926054, -3.592118, 3.039121], [1.414651, 0.808625, -1.532376], [2.182955, 0.851644, 1.128351], [1.882228, -0.120394, 1.512484], [1.206170, -2.600734, 2.625314], [0.395070, -2.006553, 1.628643], [1.856789, 2.127106, -1.720927], [5.930060, 0.446553, -3.562016], [-4.632877, -0.930247, 3.394955], [-0.277458, -0.510205, -1.848892], [3.019236, -2.418054, 3.791436], [-0.181241, 1.157185, 0.544448], [-0.053974, 0.406271, -1.299709], [-6.353852, -0.201611, 0.495652], [-1.691728, -0.409948, 0.407132], [-5.275899, -0.029152, -0.368433], [-2.315101, -0.555909, 1.766299], [5.417837, 1.488370, -2.843295], [-6.145375, -0.519008, 1.853142], [3.189281, 2.354665, -2.137275], [-7.366392, -0.144184, 0.103632]], "atomic_forces_ev_per_a": [[0.4, -0.1, -0.6], [0.4, 0.5, -0.1], [-0.1, 0.0, -0.1], [-0.8, -0.4, -0.3], [1.3, -2.2, 1.8], [0.1, 0.1, -0.1], [-0.1, 1.5, -0.8], [-0.3, 0.1, 0.0], [0.2, 0.3, -0.4], [0.2, 0.1, -0.4], [-1.4, -0.6, 0.0], [0.3, 0.4, 0.1], [-0.4, -0.4, -0.2], [-0.1, 0.0, 0.0], [-0.3, 0.2, -0.9], [-0.5, -0.5, 0.4], [-0.2, 0.2, -0.2], [-0.7, 0.0, -0.1], [-0.2, -0.4, -0.1], [-0.1, -0.6, 0.9], [0.4, 1.2, -0.2], [1.3, 0.1, 1.4], [0.0, -0.7, 0.1], [-0.7, -0.3, 4.4], [0.5, -0.7, -0.1], [0.2, 0.9, -0.3], [0.0, -0.2, -0.4], [-0.2, -0.1, -0.1], [0.3, -0.4, 0.4], [-0.1, 0.5, -0.7], [0.2, 0.2, -0.1], [0.3, 0.1, -0.2], [-0.4, 0.5, 0.5], [-0.2, 0.1, -0.1], [0.2, 0.1, -0.4], [-0.3, 0.3, -0.3], [-0.2, -0.8, 0.4], [0.8, 0.4, -2.5], [-0.1, -0.2, 0.7], [-0.6, 0.7, 0.1], [0.4, 0.0, 0.2], [0.4, 0.9, -1.5], [0.7, -0.1, -0.1], [0.0, 0.0, -0.5], [-0.9, -0.8, 0.3], [0.1, 0.0, 0.1]]}



{"formula": "C13H21BiF5OP2", "method": "wB97M-V/def2-TZVPD", "gap_ha": 0.23151, "homo_ev": -11.253, "total_charge": 1, "lumo_ev": -4.953, "multiplicity": 1, "species": ["H", "H", "C", "C", "H", "C", "H", "H", "H", "H", "P", "F", "C", "F", "F", "C", "P", "H", "H", "H", "C", "H", "H", "F", "F", "C", "H", "H", "C", "Bi", "H", "H", "H", "H", "C", "C", "H", "C", "O", "H", "C", "H", "C"], "xyz": [[0.365301, 2.305170, 3.228648], [-2.908824, 1.444913, 1.725173], [2.264985, -1.858242, 1.657361], [0.127307, -2.299935, 3.339885], [1.947866, 1.370880, -4.131222], [-3.251662, 2.040955, 0.866484], [4.046419, -0.801580, -2.207941], [2.853284, -1.607974, -1.147451], [2.680077, 2.265413, -0.251913], [-0.876743, 0.012177, -2.888187], [-3.099987, 1.045288, -0.655258], [3.395847, -1.680186, 0.903872], [-3.893200, 2.074769, -1.938789], [-0.931880, -2.516558, 4.139736], [1.543864, -3.458384, 4.870372], [1.372965, -2.792614, 3.707900], [2.098481, 0.562047, -1.856886], [-4.295681, 2.355757, 1.037204], [-3.987859, -0.846960, 0.555972], [-3.414369, 3.065241, -1.977209], [2.552400, 1.633992, -3.250343], [-3.779162, 1.583802, -2.917156], [0.931830, 2.676844, 2.890131], [-1.285105, -1.132936, 1.837638], [3.686580, -2.953948, 3.234835], [-4.266955, -0.327858, -0.374160], [2.557913, -1.532106, -2.928643], [4.053157, 1.132796, -0.550226], [2.974706, -1.010176, -2.059770], [-0.503673, 0.133444, -1.169873], [2.685054, 0.626295, 0.484370], [2.365498, 2.689459, -3.000500], [-5.297358, 0.058089, -0.296929], [-4.968876, 2.197827, -1.728528], [-0.377067, -2.216458, -0.691507], [1.016803, -1.445383, 1.250836], [-2.613970, 2.933090, 0.780642], [2.461732, -2.524080, 2.882849], [-0.591771, -3.297530, -0.357737], [3.614647, 1.505563, -3.509082], [-0.020158, -1.601482, 2.119542], [-4.196668, -1.024607, -1.222783], [2.964252, 1.215184, -0.401357]], "atomic_forces_ev_per_a": [[0.4, 0.2, -0.2], [-0.1, 0.2, -0.2], [-0.1, -0.8, 1.3], [-0.7, 0.3, -0.5], [0.2, 0.1, 0.2], [0.1, 0.1, 0.2], [-0.4, -0.1, 0.0], [0.0, 0.2, -0.3], [0.2, -0.2, 0.1], [-0.2, -0.3, -0.5], [-1.5, 0.8, 0.1], [-0.5, 0.0, 0.1], [-0.2, 0.0, -0.2], [0.3, 0.1, -0.2], [-0.2, 0.5, -0.9], [0.2, 0.1, 0.3], [1.4, 0.1, 0.2], [0.4, -0.2, -0.1], [-0.1, 0.1, -0.3], [-0.2, -0.3, 0.0], [0.0, 0.1, -0.4], [-0.1, 0.2, 0.3], [-0.4, -0.3, 0.2], [0.1, -0.1, -0.3], [-0.5, 0.2, -0.1], [0.0, -0.1, -0.1], [0.3, -0.1, 0.2], [-0.4, 0.1, 0.0], [-0.1, -0.2, -0.4], [0.7, -0.1, 1.6], [0.0, 0.2, -0.3], [0.0, -0.4, 0.0], [0.4, -0.2, 0.0], [0.4, 0.0, -0.1], [-0.2, -3.0, 1.2], [0.0, 0.8, -1.3], [-0.2, -0.2, 0.1], [0.4, 0.0, -0.7], [0.4, 2.6, -1.2], [-0.3, 0.1, 0.2], [0.6, -1.1, 1.7], [-0.2, 0.1, 0.3], [-0.1, 0.4, 0.2]]}